[1]
{
  "formula": "C3H12N2O2",
  "method": "ωB97M-V/def2-TZVPD",
  "elements": ["C", "C", "N", "C", "N", "H", "H", "H", "H", "H", "H", "H", "H", "H", "H", "O", "H", "H", "O"],
  "coordinates": [[-1.109, 1.225, 1.670], [-0.871, 1.522, 0.211], [0.586, 1.557, -0.075], [0.868, 1.145, -1.436], [1.836, 0.240, -1.703], [-0.870, 0.193, 1.954], [-2.174, 1.286, 1.942], [-0.541, 1.834, 2.380], [-1.308, 0.776, -0.458], [-1.316, 2.517, 0.092], [1.034, 0.812, 0.451], [0.458, 1.803, -2.216], [2.056, 0.266, -2.682], [1.411, -1.179, -0.222], [1.860, -1.821, 1.152], [1.099, -1.582, 0.605], [-2.540, -3.414, -0.452], [-1.151, -3.013, 0.124], [-2.108, -2.989, 0.310]],
  "mol_weight_g_mol": 108.141,
  "total_charge": -1,
  "homo_lumo_gap_ha": [0.1042, 0.2837],
  "relative_energy_ev": 0.7570,
  "spin_multiplicity": 2,
  "e_tot_ha": -381.4249,
  "homo_energy_ha": [0.0366, -0.1495]
}

=====

[2]
{
  "formula": "H24NeO12",
  "method": "ωB97M-V/def2-TZVPD",
  "elements": ["Ne", "O", "H", "H", "O", "H", "H", "O", "H", "H", "O", "H", "H", "O", "H", "H", "O", "H", "H", "O", "H", "H", "O", "H", "H", "O", "H", "H", "O", "H", "H", "O", "H", "H", "O", "H", "H"],
  "coordinates": [[0.086, 0.113, 0.168], [-0.123, 4.071, 0.998], [-0.371, 3.933, 0.083], [-0.816, 3.641, 1.501], [-1.887, -2.406, 1.434], [-1.279, -2.444, 2.172], [-2.544, -3.073, 1.630], [2.223, 0.428, -3.210], [1.687, 1.165, -3.501], [2.688, 0.757, -2.441], [3.549, 1.222, -0.844], [3.515, 1.992, -0.276], [4.287, 1.388, -1.431], [-0.886, -3.240, -1.187], [-1.262, -2.879, -0.385], [-1.245, -4.126, -1.243], [-3.028, 2.214, 2.570], [-3.253, 2.938, 1.986], [-3.029, 1.441, 2.005], [-0.383, -0.808, -3.023], [0.451, -0.339, -3.000], [-0.226, -1.604, -2.516], [2.148, 1.417, 3.151], [2.559, 0.569, 2.983], [2.380, 1.622, 4.056], [-3.087, 0.003, 0.775], [-2.611, -0.760, 1.102], [-3.897, -0.356, 0.413], [-3.400, 1.955, -1.231], [-3.197, 1.371, -0.500], [-3.449, 2.825, -0.835], [1.360, -3.413, 0.323], [1.920, -2.712, -0.013], [0.520, -3.279, -0.116], [3.265, -1.426, -0.351], [4.013, -1.728, -0.865], [3.323, -0.471, -0.381]],
  "mol_weight_g_mol": 236.360,
  "homo_lumo_gap_ha": 0.3717,
  "relative_energy_ev": 1.4556,
  "e_tot_ha": -1046.2080,
  "homo_energy_ha": -0.3753
}

=====

[3]
{
  "formula": "C8H14N4O2",
  "method": "ωB97M-V/def2-TZVPD",
  "elements": ["C", "C", "C", "C", "C", "C", "C", "C", "N", "N", "N", "N", "O", "O", "H", "H", "H", "H", "H", "H", "H", "H", "H", "H", "H", "H", "H", "H"],
  "coordinates": [[-0.463, -0.632, 2.200], [2.005, -0.244, 2.713], [-0.035, 2.127, -0.925], [-0.469, 1.637, -2.319], [-0.505, 1.218, 0.250], [-0.045, 0.189, -2.500], [0.013, -0.169, -0.078], [-0.605, -0.697, -1.379], [-0.990, -0.678, 3.291], [2.337, -1.304, 2.203], [0.399, -2.251, 0.871], [-0.193, -1.059, 1.008], [1.906, 0.768, 3.309], [-0.325, -2.005, -1.698], [1.030, 2.333, -0.665], [-0.608, 3.134, -0.853], [-1.555, 1.672, -2.175], [-0.357, 2.349, -3.039], [-0.037, 1.591, 1.186], [-1.556, 1.279, 0.387], [-0.541, -0.186, -3.465], [0.993, 0.062, -2.618], [1.177, -0.105, -0.131], [-1.606, -0.546, -1.357], [-1.922, -1.242, 3.457], [1.725, -1.953, 1.619], [0.094, -2.848, 1.687], [0.133, -2.437, -0.980]],
  "mol_weight_g_mol": 198.226,
  "homo_lumo_gap_ha": [0.2991, 0.2990],
  "relative_energy_ev": 3.0639,
  "e_tot_ha": -682.5790,
  "homo_energy_ha": [-0.3183, -0.3182]
}

=====

- What is the formula in the third record?
  C8H14N4O2